The molecule C2H6N2O3, computed with ωB97M-V/def2-TZVPD.

Positions of all 13 atoms, in Å:
C -1.1834 0.3986 0.0626
N -0.1392 0.7788 0.9207
O -2.3695 1.0358 0.2773
O -0.6904 0.3466 -1.1904
H -2.5078 1.7359 -0.3868
H -0.3284 0.7274 1.9109
H 0.5826 1.4436 0.6350
C 0.5778 -0.7091 -1.1640
O 1.3902 -1.6388 0.7477
N 1.3466 -0.4775 -0.0009
H 2.0838 -1.4769 1.4020
H 0.0743 -1.6774 -1.1642
H 1.1634 -0.4872 -2.0500

- highest occupied orbital energy (alpha / beta) (eV) = -7.023 / -7.921
- DFT total energy (eV) = -11288.0219
- F_max (eV Å⁻¹) = 2.1
- HOMO-LUMO gap (alpha / beta) (eV) = 7.1 / 8.3

A structure of composition C2H6N2O3, computed with ωB97M-V/def2-TZVPD.

Positions of all 13 atoms, in Å:
C 0.1678 -0.0334 -1.2785
C 0.0738 -0.8126 0.0641
N 1.0110 1.1363 1.0026
N 0.4639 0.0567 1.1922
O 1.3898 2.0708 1.6240
O 0.0849 2.4751 3.7846
O 1.3311 2.1220 3.3489
H 0.7106 -0.6682 -2.0161
H 0.6265 0.9646 -1.1716
H -0.8981 0.0895 -1.6018
H 0.7309 -1.6607 0.1417
H -1.0277 -1.0389 0.2019
H -0.5322 1.8125 4.0566

- highest occupied orbital energy (alpha / beta) (eV) = -8.710 / -9.098
- DFT total energy (eV) = -11285.1572
- F_max (eV Å⁻¹) = 4.9
- HOMO-LUMO gap (alpha / beta) (eV) = 9.0 / 8.9